(1)
A single C17H18O7 molecule in a non-equilibrium geometry. Source: the Open Molecules 2025 dataset; level of theory: wB97M-V/def2-TZVPD.

Bonds (Å) are listed after each position.
Geometry (Å):
1 C -3.97924 3.29199 0.73620  C2 1.488, H25 1.124, H26 1.155, H27 1.092
2 C -2.98280 2.22500 0.44711  C1 1.488, O3 1.226, O4 1.439
3 O -3.07191 1.64026 -0.62675  C2 1.226
4 O -2.19300 1.70152 1.53006  C2 1.439, C5 1.411
5 C -1.02466 0.97621 1.21295  O4 1.411, C6 1.595, C23 1.510, H28 0.993
6 C -0.15155 1.01853 2.54744  C5 1.595, C7 1.521, H29 1.092, H30 1.085
7 C 1.11051 0.18501 2.71220  C6 1.521, C8 1.583, H31 1.113, H32 1.159
8 C 2.01268 0.07424 1.41628  C7 1.583, C9 1.354, C12 1.387
9 C 2.30681 -1.04025 0.70644  C8 1.354, C10 1.444, H33 1.057
10 C 2.65379 -0.54022 -0.60334  C9 1.444, O11 1.428, C14 1.444, H34 1.116
11 O 2.72902 0.88059 -0.47938  C10 1.428, C12 1.308
12 C 2.32589 1.22990 0.71543  C8 1.387, O11 1.308, O13 1.261
13 O 2.43882 2.37430 1.23371  C12 1.261
14 C 1.59773 -0.91137 -1.51546  C10 1.444, C15 1.448, C20 1.474
15 C 1.80852 -1.71377 -2.70227  C14 1.448, C16 1.555, C17 1.441
16 C 2.91647 -2.62189 -3.30689  C15 1.555, H35 1.078, H36 1.010, H37 1.101
17 C 0.53094 -1.59251 -3.35793  C15 1.441, O18 1.234, O19 1.329
18 O 0.29148 -2.25475 -4.37075  C17 1.234
19 O -0.32001 -0.76447 -2.76139  C17 1.329, C20 1.408
20 C 0.21541 -0.39964 -1.51080  C14 1.474, O19 1.408, O21 1.408, C22 1.508
21 O 0.09893 1.00210 -1.44313  C20 1.408, H38 0.970
22 C -0.69875 -1.01080 -0.47942  C20 1.508, C23 1.416, H39 1.103
23 C -1.30620 -0.39244 0.64058  C5 1.510, C22 1.416, C24 1.532
24 C -2.27412 -1.24494 1.46692  C23 1.532, H40 1.125, H41 1.129, H42 1.116
25 H -4.86850 2.71554 1.10994  C1 1.124
26 H -4.22234 3.94616 -0.18368  C1 1.155
27 H -3.60670 3.96968 1.50682  C1 1.092
28 H -0.47990 1.46944 0.54472  C5 0.993
29 H 0.18628 2.05333 2.63117  C6 1.092
30 H -0.82927 0.78064 3.36011  C6 1.085
31 H 0.78457 -0.85417 2.93992  C7 1.113
32 H 1.73636 0.54909 3.61753  C7 1.159
33 H 2.13203 -2.00248 1.10688  C9 1.057
34 H 3.60836 -0.98874 -0.96950  C10 1.116
35 H 2.59193 -3.44675 -3.91980  C16 1.078
36 H 3.51311 -2.06166 -3.89919  C16 1.010
37 H 3.60433 -3.00133 -2.53501  C16 1.101
38 H -0.71736 1.22740 -1.91713  O21 0.970
39 H -0.92888 -2.06686 -0.69784  C22 1.103
40 H -2.00764 -1.23766 2.55978  C24 1.125
41 H -2.22941 -2.33861 1.18878  C24 1.129
42 H -3.30171 -0.82565 1.34870  C24 1.116

- LUMO energy (eV) = -0.50
- SMILES = CC(=O)O[C@H]1CCC2=C[C@H](OC2=O)C2=C(C)C(=O)O[C@@]2(O)/C=C\1C
- energy relative to the best compared isomer or geometry (same formula, charge and spin) (kcal/mol) = 0.00
- energy (eV) = -32250.39463
- total charge = 0
- highest occupied orbital energy (eV) = -9.3
- HOMO-LUMO gap (eV) = 8.763

Charges computed using Mulliken, reported in e: atom 1 (C): -1.10, atom 2 (C): 0.72, atom 3 (O): -0.51, atom 4 (O): -0.46, atom 5 (C): -0.09, atom 6 (C): -1.32, atom 7 (C): -0.85, atom 8 (C): 0.58, atom 9 (C): -1.13, atom 10 (C): 1.07, atom 11 (O): -0.39, atom 12 (C): 0.34, atom 13 (O): -0.68, atom 14 (C): -0.57, atom 15 (C): 0.02, atom 16 (C): -1.48, atom 17 (C): -0.05, atom 18 (O): -0.68, atom 19 (O): -0.37, atom 20 (C): 2.02, atom 21 (O): -0.61, atom 22 (C): -0.87, atom 23 (C): 0.93, atom 24 (C): -1.74, atom 25 (H): 0.27, atom 26 (H): 0.30, atom 27 (H): 0.35, atom 28 (H): 0.76, atom 29 (H): 0.45, atom 30 (H): 0.47, atom 31 (H): 0.33, atom 32 (H): 0.33, atom 33 (H): 0.50, atom 34 (H): 0.53, atom 35 (H): 0.37, atom 36 (H): 0.40, atom 37 (H): 0.40, atom 38 (H): 0.45, atom 39 (H): 0.30, atom 40 (H): 0.31, atom 41 (H): 0.42, atom 42 (H): 0.28



(2)
7 unconnected molecules or ions with the total composition C58H39F2NO18S in a non-equilibrium geometry. Source: the Open Molecules 2025 dataset; level of theory: wB97M-V/def2-TZVPD.

Bonds (Å) are listed after each position.
Geometry (Å):
1 C -1.52391 5.23309 2.17262  C2 1.395, H33 1.130, H34 1.118
2 C -1.69745 4.98744 0.81047  C1 1.395, C3 1.545, H35 1.130
3 C -2.58676 3.88741 0.18811  C2 1.545, C4 1.494, C15 1.484
4 C -3.79252 4.35334 -0.56121  C3 1.494, C5 1.571, C10 1.493
5 C -4.04850 5.90196 -0.62795  C4 1.571, O6 1.453, H36 1.130, H37 1.115
6 O -3.07407 6.48091 -1.53742  C5 1.453, C7 1.400
7 C -3.06523 5.85628 -2.79020  O6 1.400, C8 1.580, O9 1.208
8 C -1.91435 4.87246 -3.24134  C7 1.580, H38 1.116, H39 1.134, H40 1.123
9 O -3.94011 6.09712 -3.58716  C7 1.208
10 C -4.68493 3.36304 -1.23295  C4 1.493, S11 1.829, C12 1.491
11 S -6.13600 4.03516 -2.11972  C10 1.829, H41 1.376
12 C -4.35988 1.91046 -1.14722  C10 1.491, C13 1.556, C14 1.479
13 C -5.29019 0.91402 -1.89652  C12 1.556, H42 1.134, H43 1.117, H44 1.126
14 C -3.18315 1.47536 -0.36452  C12 1.479, C15 1.498, C31 1.550
15 C -2.26841 2.44414 0.31982  C3 1.484, C14 1.498, C16 1.551
16 C -1.03010 1.92216 1.09364  C15 1.551, O17 1.212, C18 1.574
17 O -0.39087 2.56446 1.89891  C16 1.212
18 C -0.52599 0.45144 0.84941  C16 1.574, C19 1.464, C30 1.469
19 C 0.80201 0.02580 1.29398  C18 1.464, C20 1.468, H45 1.116
20 C 1.30929 -1.34169 1.12459  C19 1.468, C21 1.564, C27 1.506
21 C 2.72158 -1.79358 1.62035  C20 1.564, O22 1.208, N23 1.456
22 O 3.68404 -1.28894 1.09388  C21 1.208
23 N 2.97397 -2.80661 2.63480  C21 1.456, C24 1.438, H46 1.033
24 C 1.76432 -3.35804 3.18213  N23 1.438, O25 1.183, F26 1.400
25 O 1.08340 -2.81458 3.98257  C24 1.183
26 F 1.35212 -4.63234 2.77512  C24 1.400
27 C 0.42902 -2.34155 0.42193  C20 1.506, C28 1.460, H47 1.122
28 C -0.89798 -1.92697 -0.02303  C27 1.460, F29 1.398, C30 1.491
29 F -1.64628 -2.91901 -0.66454  C28 1.398
30 C -1.39381 -0.53868 0.19788  C18 1.469, C28 1.491, C31 1.590
31 C -2.84326 -0.02916 -0.21304  C14 1.550, C30 1.590, O32 1.215
32 O -3.67798 -0.90039 -0.35734  C31 1.215
33 H -0.48726 5.05784 2.58723  C1 1.130
34 H -2.30150 5.60377 2.88460  C1 1.118
35 H -1.17724 5.67832 0.08253  C2 1.130
36 H -3.82123 6.34910 0.38449  C5 1.130
37 H -5.10689 6.16796 -0.85585  C5 1.115
38 H -1.92125 4.69591 -4.34322  C8 1.116
39 H -2.14595 3.88590 -2.73298  C8 1.134
40 H -0.91718 5.19884 -2.84017  C8 1.123
41 H -6.47959 3.17419 -3.13629  S11 1.376
42 H -4.73053 0.48351 -2.78355  C13 1.134
43 H -6.22533 1.36726 -2.30531  C13 1.117
44 H -5.59210 0.02177 -1.27889  C13 1.126
45 H 1.46530 0.75296 1.81955  C19 1.116
46 H 3.45264 -3.60658 2.19031  N23 1.033
47 H 0.73820 -3.40713 0.25660  C27 1.122
48 O 8.01260 -6.39355 -0.88621  C49 1.215
49 C 6.89060 -5.93868 -0.78286  O48 1.215, C50 1.481, C55 1.480
50 C 6.02724 -6.28228 0.36986  C49 1.481, C51 1.330, H56 1.081
51 C 4.79799 -5.78627 0.48335  C50 1.330, C52 1.480, H57 1.084
52 C 4.24232 -4.86917 -0.53640  C51 1.480, O53 1.217, C54 1.480
53 O 3.11893 -4.41444 -0.42957  C52 1.217
54 C 5.10418 -4.52507 -1.68917  C52 1.480, C55 1.332, H58 1.083
55 C 6.33482 -5.02135 -1.80324  C49 1.480, C54 1.332, H59 1.083
56 H 6.44800 -6.95222 1.10622  C50 1.081
57 H 4.15279 -6.02773 1.31987  C51 1.084
58 H 4.68098 -3.85338 -2.42531  C54 1.083
59 H 6.98025 -4.78035 -2.63832  C55 1.083
60 O -5.86623 2.99768 1.48744  C61 1.215
61 C -6.50032 2.15067 2.08451  O60 1.215, C62 1.481, C67 1.481
62 C -7.52823 2.52083 3.08373  C61 1.481, C63 1.332, H68 1.083
63 C -8.22096 1.59080 3.73858  C62 1.332, C64 1.482, H69 1.083
64 C -7.99411 0.14725 3.49420  C63 1.482, O65 1.214, C66 1.481
65 O -8.62807 -0.69920 4.09064  C64 1.214
66 C -6.96608 -0.22278 2.49479  C64 1.481, C67 1.332, H70 1.083
67 C -6.27331 0.70746 1.84006  C61 1.481, C66 1.332, H71 1.083
68 H -7.68171 3.57997 3.24931  C62 1.083
69 H -8.97573 1.84258 4.47299  C63 1.083
70 H -6.81218 -1.28181 2.32842  C66 1.083
71 H -5.51830 0.45474 1.10530  C67 1.083
72 O -6.98803 6.79696 -0.84869  C73 1.216
73 C -7.50975 7.71695 -1.44818  O72 1.216, C74 1.480, C79 1.480
74 C -6.72146 8.88661 -1.89620  C73 1.480, C75 1.332, H80 1.083
75 C -7.29402 9.89487 -2.55109  C74 1.332, C76 1.481, H81 1.083
76 C -8.74211 9.88779 -2.86013  C75 1.481, O77 1.214, C78 1.481
77 O -9.26344 10.80587 -3.45871  C76 1.214
78 C -9.53004 8.71661 -2.41147  C76 1.481, C79 1.332, H82 1.083
79 C -8.95693 7.70865 -1.75663  C73 1.480, C78 1.332, H83 1.083
80 H -5.66380 8.87494 -1.66293  C74 1.083
81 H -6.73381 10.75863 -2.88589  C75 1.083
82 H -10.58728 8.72764 -2.64491  C78 1.083
83 H -9.51650 6.84425 -1.42167  C79 1.083
84 O 11.81592 -4.39657 3.41064  C85 1.215
85 C 10.66091 -4.77266 3.40506  O84 1.215, C86 1.480, C91 1.480
86 C 10.16179 -5.70298 2.36791  C85 1.480, C87 1.331, H92 1.083
87 C 8.89526 -6.11270 2.35928  C86 1.331, C88 1.482, H93 1.082
88 C 7.93175 -5.65625 3.38861  C87 1.482, O89 1.217, C90 1.481
89 O 6.77333 -6.02945 3.38469  C88 1.217
90 C 8.43201 -4.72612 4.42619  C88 1.481, C91 1.332, H94 1.083
91 C 9.69914 -4.31659 4.43399  C85 1.480, C90 1.332, H95 1.083
92 H 10.87879 -6.02696 1.62359  C86 1.083
93 H 8.51591 -6.79127 1.60725  C87 1.082
94 H 7.71521 -4.40173 5.17016  C90 1.083
95 H 10.08226 -3.63705 5.18479  C91 1.083
96 O 10.01069 -1.83545 -1.03851  C97 1.215
97 C 11.17578 -1.79659 -0.69597  O96 1.215, C98 1.481, C103 1.480
98 C 12.17233 -1.00143 -1.44902  C97 1.481, C99 1.332, H104 1.083
99 C 13.44969 -0.96118 -1.07437  C98 1.332, C100 1.481, H105 1.083
100 C 13.92760 -1.70837 0.11200  C99 1.481, O101 1.214, C102 1.481
101 O 15.09161 -1.66940 0.45375  C100 1.214
102 C 12.93072 -2.50358 0.86517  C100 1.481, C103 1.332, H106 1.083
103 C 11.65332 -2.54318 0.48941  C97 1.480, C102 1.332, H107 1.082
104 H 11.80587 -0.46102 -2.31282  C98 1.083
105 H 14.19211 -0.38598 -1.61317  C99 1.083
106 H 13.29577 -3.04467 1.72949  C102 1.083
107 H 10.91085 -3.11812 1.02781  C103 1.082
108 O -6.24967 -2.74937 -0.92107  C109 1.215
109 C -5.72762 -3.49439 -1.72698  O108 1.215, C110 1.483, C115 1.481
110 C -4.25314 -3.58567 -1.85115  C109 1.483, C111 1.333, H116 1.079
111 C -3.68830 -4.40231 -2.74050  C110 1.333, C112 1.480, H117 1.083
112 C -4.50444 -5.24962 -3.63826  C111 1.480, O113 1.215, C114 1.481
113 O -3.98699 -5.99437 -4.44683  C112 1.215
114 C -5.97681 -5.15793 -3.51216  C112 1.481, C115 1.331, H118 1.083
115 C -6.54425 -4.34428 -2.62442  C109 1.481, C114 1.331, H119 1.083
116 H -3.67253 -2.96056 -1.19039  C110 1.079
117 H -2.61373 -4.48469 -2.84620  C111 1.083
118 H -6.55848 -5.78476 -4.17657  C114 1.083
119 H -7.61901 -4.26439 -2.51821  C115 1.083

- LUMO energy (eV) = -1.99
- SMILES = C=Cc1c(COC(C)=O)c(S)c(C)c2c1C(=O)c1cc(C(=O)NC(=O)F)cc(F)c1C2=O.O=C1C=CC(=O)C=C1.O=C1C=CC(=O)C=C1.O=C1C=CC(=O)C=C1.O=C1C=CC(=O)C=C1.O=C1C=CC(=O)C=C1.O=C1C=CC(=O)C=C1
- energy relative to the best compared isomer or geometry (same formula, charge and spin) (kcal/mol) = 83.90
- energy (eV) = -115380.42379
- total charge = 0
- highest occupied orbital energy (eV) = -8.0
- HOMO-LUMO gap (eV) = 6.021

Atom charges from the Mulliken analysis, given in e for atoms 1 to 99: atom 1 (C): -0.70, atom 2 (C): -1.16, atom 3 (C): 0.31, atom 4 (C): -0.49, atom 5 (C): -0.22, atom 6 (O): -0.42, atom 7 (C): 0.75, atom 8 (C): -0.60, atom 9 (O): -0.50, atom 10 (C): 1.14, atom 11 (S): -0.23, atom 12 (C): 0.72, atom 13 (C): -1.33, atom 14 (C): 0.75, atom 15 (C): 0.52, atom 16 (C): 0.36, atom 17 (O): -0.56, atom 18 (C): 0.17, atom 19 (C): -0.89, atom 20 (C): 0.43, atom 21 (C): 0.07, atom 22 (O): -0.52, atom 23 (N): -0.16, atom 24 (C): 0.64, atom 25 (O): -0.43, atom 26 (F): -0.25, atom 27 (C): -0.54, atom 28 (C): 0.14, atom 29 (F): -0.21, atom 30 (C): 0.45, atom 31 (C): -0.22, atom 32 (O): -0.39, atom 33 (H): 0.23, atom 34 (H): 0.25, atom 35 (H): 0.25, atom 36 (H): 0.46, atom 37 (H): -0.38, atom 38 (H): 0.33, atom 39 (H): -0.04, atom 40 (H): 0.31, atom 41 (H): 0.19, atom 42 (H): 0.27, atom 43 (H): 0.42, atom 44 (H): 0.02, atom 45 (H): 0.44, atom 46 (H): 0.26, atom 47 (H): 0.48, atom 48 (O): -0.59, atom 49 (C): 0.36, atom 50 (C): -0.38, atom 51 (C): -0.05, atom 52 (C): 0.22, atom 53 (O): -0.46, atom 54 (C): -0.50, atom 55 (C): -0.53, atom 56 (H): 0.58, atom 57 (H): 0.50, atom 58 (H): 0.45, atom 59 (H): 0.42, atom 60 (O): -0.26, atom 61 (C): 0.04, atom 62 (C): -0.47, atom 63 (C): -0.44, atom 64 (C): 0.19, atom 65 (O): -0.56, atom 66 (C): -0.37, atom 67 (C): -0.11, atom 68 (H): 0.44, atom 69 (H): 0.40, atom 70 (H): 0.51, atom 71 (H): 0.55, atom 72 (O): -0.55, atom 73 (C): 0.46, atom 74 (C): -0.30, atom 75 (C): -0.39, atom 76 (C): 0.31, atom 77 (O): -0.55, atom 78 (C): -0.39, atom 79 (C): -0.40, atom 80 (H): 0.42, atom 81 (H): 0.42, atom 82 (H): 0.40, atom 83 (H): 0.43, atom 84 (O): -0.55, atom 85 (C): 0.23, atom 86 (C): -0.27, atom 87 (C): -0.15, atom 88 (C): 0.57, atom 89 (O): -0.58, atom 90 (C): -0.51, atom 91 (C): -0.50, atom 92 (H): 0.48, atom 93 (H): 0.41, atom 94 (H): 0.42, atom 95 (H): 0.45, atom 96 (O): -0.54, atom 97 (C): 0.20, atom 98 (C): -0.40, atom 99 (C): -0.42



(3)
A gas-phase ion, C7H7N4 (charge +1) in a non-equilibrium geometry. Source: the Open Molecules 2025 dataset; level of theory: wB97M-V/def2-TZVPD.

Bonds (Å) are listed after each position.
Geometry (Å):
1 C -1.68538 1.81037 -1.13813  C2 1.389, C11 1.394, H12 1.077
2 C -0.31671 1.91468 -1.35030  C1 1.389, C3 1.389, H13 1.076
3 C 0.54213 0.98800 -0.77262  C2 1.389, C4 1.394, H14 1.078
4 C 0.00489 -0.02620 0.01882  C3 1.394, N5 1.456, C10 1.384
5 N 0.91696 -0.98406 0.62775  C4 1.456, C6 1.312, N9 1.331
6 C 0.68571 -1.80918 1.62133  N5 1.312, N7 1.344, H15 1.070
7 N 1.79944 -2.51324 1.88477  C6 1.344, N8 1.287
8 N 2.70397 -2.14913 1.04468  N7 1.287, N9 1.302
9 N 2.17502 -1.24026 0.27663  N5 1.331, N8 1.302, H16 1.011
10 C -1.35570 -0.15258 0.23852  C4 1.384, C11 1.392, H17 1.077
11 C -2.20207 0.78321 -0.35026  C1 1.394, C10 1.392, H18 1.076
12 H -2.35094 2.52948 -1.58590  C1 1.077
13 H 0.10515 2.70265 -1.94939  C2 1.076
14 H 1.60914 1.07334 -0.90173  C3 1.078
15 H -0.21267 -1.90444 2.19473  C6 1.070
16 H 2.64744 -0.77040 -0.48391  N9 1.011
17 H -1.80496 -0.94585 0.81150  C10 1.077
18 H -3.26141 0.69363 -0.18648  C11 1.076

- LUMO energy (eV) = -4.96
- SMILES = c1ccc(-n2cnn[nH+]2)cc1
- energy relative to the best compared isomer or geometry (same formula, charge and spin) (kcal/mol) = 55.83
- energy (eV) = -13324.02346
- total charge = +1
- highest occupied orbital energy (eV) = -14.0
- HOMO-LUMO gap (eV) = 9.070

Charges computed using Mulliken, reported in e: atom 1 (C): -0.53, atom 2 (C): -0.66, atom 3 (C): -0.53, atom 4 (C): 1.59, atom 5 (N): 0.26, atom 6 (C): 0.04, atom 7 (N): -0.26, atom 8 (N): -0.39, atom 9 (N): 0.21, atom 10 (C): -0.57, atom 11 (C): -0.65, atom 12 (H): 0.41, atom 13 (H): 0.40, atom 14 (H): 0.35, atom 15 (H): 0.42, atom 16 (H): 0.26, atom 17 (H): 0.27, atom 18 (H): 0.39



Question: Number 1 is which compound?
Answer: C17H18O7